## one
Molecular formula: C19H19N3O3S3
Method: DFT, ωB97M-V/def2-TZVPD

Results
* gap between HOMO and LUMO: 8.0590 eV
* HOMO energy: -7.5 eV
* LUMO energy: 0.0190 Ha
* SMILES: CCOC(=O)c1cc(-c2ccccc2)sc1NC(=O)[C@@H](C)Sc1nnc(C)s1
* molecular weight: 433.6 g mol⁻¹

Last column: Löwdin charge in e.
Atoms and positions in Å:
C -1.270 -5.159 2.209  -0.060
C -1.975 -4.993 0.871  -0.215
O -2.198 -3.618 0.567  0.007
C -1.185 -2.945 0.016  -0.431
O -0.113 -3.456 -0.268  0.081
C -1.498 -1.545 -0.223  -0.148
C -2.719 -0.884 0.059  -0.044
C -2.709 0.441 -0.265  -0.424
C -3.772 1.415 -0.124  -0.240
C -3.542 2.759 -0.422  -0.062
C -4.548 3.696 -0.294  -0.084
C -5.807 3.313 0.136  -0.096
C -6.051 1.982 0.435  -0.086
C -5.048 1.041 0.307  -0.031
S -1.154 0.917 -0.937  1.203
C -0.564 -0.681 -0.769  -0.420
N 0.705 -1.032 -1.136  0.118
C 1.587 -0.109 -1.593  -0.563
O 1.266 1.044 -1.791  -0.008
C 2.967 -0.665 -1.907  -0.518
C 3.133 -0.853 -3.407  -0.098
S 4.214 0.550 -1.319  0.979
C 3.606 0.751 0.280  -0.947
N 2.636 0.056 0.775  -0.051
N 2.323 0.400 2.016  0.010
C 3.031 1.345 2.510  -0.636
C 2.876 1.901 3.869  -0.085
S 4.253 1.948 1.382  1.031
H -1.842 -4.675 2.998  0.078
H -0.280 -4.711 2.166  0.076
H -1.168 -6.216 2.440  0.077
H -2.970 -5.444 0.890  0.123
H -1.378 -5.443 0.070  0.121
H -3.552 -1.404 0.492  0.115
H -2.560 3.063 -0.757  0.080
H -4.349 4.731 -0.530  0.103
H -6.595 4.045 0.237  0.098
H -7.031 1.675 0.768  0.102
H -5.256 0.008 0.538  0.105
H 0.942 -2.002 -0.914  0.136
H 3.143 -1.594 -1.361  0.114
H 4.145 -1.176 -3.640  0.076
H 2.431 -1.605 -3.763  0.089
H 2.935 0.085 -3.921  0.086
H 2.622 2.958 3.816  0.079
H 3.807 1.804 4.426  0.078
H 2.085 1.364 4.385  0.084

## two
Molecular formula: C19H19N3O3S3
Method: DFT, ωB97M-V/def2-TZVPD

Results
* gap between HOMO and LUMO: 8.8193 eV
* HOMO energy: -8.6 eV
* LUMO energy: 0.0091 Ha
* SMILES: CN(C(=O)CSc1ncnc2scc(-c3ccccc3)c12)[C@H]1CCS(=O)(=O)C1
* molecular weight: 433.6 g mol⁻¹

Last column: Löwdin charge in e.
Atoms and positions in Å:
C -1.998 -0.444 0.972  -0.046
N -1.155 -1.574 1.305  -0.080
C 0.047 -1.461 1.921  -0.527
O 0.718 -2.428 2.225  0.059
C 0.530 -0.055 2.213  -0.328
S 1.076 0.720 0.648  1.065
C 1.900 2.128 1.279  -0.491
N 1.968 2.256 2.593  0.068
C 2.554 3.335 3.090  -0.200
N 3.060 4.338 2.411  0.078
C 2.991 4.219 1.093  -0.537
S 3.538 5.427 -0.019  1.069
C 3.030 4.441 -1.350  -0.329
C 2.486 3.249 -0.998  -0.247
C 2.015 2.243 -1.960  -0.228
C 2.581 0.972 -1.976  -0.093
C 2.135 0.024 -2.878  -0.081
C 1.123 0.336 -3.770  -0.085
C 0.566 1.604 -3.768  -0.077
C 1.012 2.557 -2.871  -0.027
C 2.441 3.103 0.423  -0.186
C -1.609 -2.905 0.943  -0.296
C -2.898 -3.282 1.721  -0.161
C -3.772 -4.165 0.861  -0.200
S -3.635 -3.300 -0.730  0.675
O -4.321 -2.038 -0.640  -0.316
O -3.938 -4.143 -1.849  -0.316
C -1.843 -3.029 -0.562  -0.137
H -1.460 0.278 0.355  0.059
H -2.865 -0.790 0.411  0.069
H -2.350 0.060 1.875  0.103
H -0.235 0.578 2.658  0.084
H 1.401 -0.104 2.865  0.086
H 2.604 3.397 4.168  0.113
H 3.186 4.804 -2.348  0.082
H 3.379 0.734 -1.288  0.117
H 2.579 -0.960 -2.884  0.106
H 0.771 -0.407 -4.471  0.102
H -0.219 1.851 -4.467  0.104
H 0.577 3.545 -2.862  0.118
H -0.795 -3.573 1.247  0.145
H -3.454 -2.371 1.947  0.114
H -2.631 -3.760 2.664  0.127
H -4.805 -4.202 1.187  0.111
H -3.375 -5.165 0.719  0.110
H -1.367 -3.905 -0.990  0.109
H -1.545 -2.142 -1.112  0.116

Which of them is the least stable? Correct choice: two.

## one
Molecular formula: C17H19N3O4S
Method: DFT, ωB97M-V/def2-TZVPD

Results
* gap between HOMO and LUMO: 8.6101 eV
* HOMO energy: -7.9 eV
* LUMO energy: 0.0243 Ha
* SMILES: CCn1cnc2cc(NS(=O)(=O)c3ccc(OC)c(OC)c3)ccc21
* molecular weight: 361.4 g mol⁻¹

Last column: Löwdin charge in e.
Atoms and positions in Å:
C 4.218 3.854 4.034  -0.068
C 4.980 2.673 3.435  -0.192
N 4.132 1.522 3.289  -0.047
C 4.002 0.479 4.153  -0.147
N 3.107 -0.395 3.805  0.115
C 2.577 0.081 2.633  -0.234
C 1.574 -0.438 1.823  0.048
C 1.242 0.264 0.677  -0.301
N 0.265 -0.234 -0.200  -0.060
S -0.801 0.866 -0.934  0.677
O -0.144 1.431 -2.074  -0.289
O -1.323 1.766 0.053  -0.279
C -2.060 -0.272 -1.471  -0.297
C -3.160 -0.513 -0.683  -0.058
C -4.112 -1.429 -1.113  0.002
C -3.955 -2.094 -2.320  -0.190
O -4.821 -3.001 -2.828  -0.054
C -5.990 -3.301 -2.103  -0.073
C -2.814 -1.833 -3.125  -0.188
O -2.748 -2.522 -4.287  -0.056
C -1.652 -2.283 -5.140  -0.069
C -1.873 -0.920 -2.683  0.009
C 1.885 1.465 0.344  -0.031
C 2.870 1.999 1.145  0.002
C 3.213 1.299 2.292  -0.172
H 4.875 4.716 4.122  0.072
H 3.841 3.598 5.021  0.077
H 3.375 4.118 3.401  0.072
H 5.373 2.942 2.450  0.122
H 5.819 2.400 4.081  0.121
H 4.606 0.397 5.037  0.127
H 1.081 -1.361 2.083  0.118
H -0.239 -1.019 0.187  0.110
H -3.274 0.023 0.245  0.116
H -4.977 -1.613 -0.497  0.108
H -6.525 -4.035 -2.704  0.096
H -5.757 -3.735 -1.125  0.098
H -6.619 -2.415 -1.968  0.099
H -1.815 -2.919 -6.009  0.096
H -1.610 -1.236 -5.456  0.101
H -0.706 -2.555 -4.662  0.100
H -0.994 -0.668 -3.251  0.111
H 1.582 1.969 -0.559  0.095
H 3.352 2.928 0.881  0.111

## two
Molecular formula: C17H19N3O4S
Method: DFT, ωB97M-V/def2-TZVPD

Results
* gap between HOMO and LUMO: 7.7383 eV
* HOMO energy: -7.9 eV
* LUMO energy: -0.0057 Ha
* SMILES: COCCN(CCOC)C(=O)c1cc2c(=O)n3ccccc3nc2s1
* molecular weight: 361.4 g mol⁻¹

Last column: Löwdin charge in e.
Atoms and positions in Å:
C 2.945 3.670 -0.916  -0.112
O 2.609 2.353 -1.259  -0.184
C 3.723 1.492 -1.306  -0.203
C 3.274 0.119 -1.814  -0.097
N 2.044 -0.314 -1.183  -0.042
C 2.060 -0.532 0.244  -0.116
C 3.082 -1.613 0.650  -0.188
O 4.413 -1.159 0.732  -0.206
C 4.736 -0.518 1.941  -0.112
C 0.953 -0.471 -1.970  -0.479
O 1.002 -0.449 -3.186  0.061
C -0.355 -0.656 -1.288  -0.426
C -0.975 0.196 -0.429  -0.041
C -2.299 -0.204 -0.123  -0.152
C -3.230 0.437 0.750  -0.353
O -3.063 1.440 1.412  0.078
N -4.493 -0.248 0.808  0.103
C -5.459 0.297 1.600  -0.027
C -6.684 -0.264 1.728  -0.053
C -6.976 -1.455 1.021  -0.055
C -6.023 -2.010 0.229  0.006
C -4.739 -1.415 0.096  -0.253
N -3.851 -1.980 -0.681  0.100
C -2.667 -1.379 -0.789  -0.521
S -1.386 -1.975 -1.787  1.148
H 3.420 3.718 0.073  0.089
H 3.627 4.113 -1.652  0.089
H 2.015 4.235 -0.899  0.090
H 4.178 1.407 -0.307  0.111
H 4.491 1.888 -1.988  0.130
H 3.058 0.173 -2.883  0.126
H 4.074 -0.603 -1.632  0.126
H 2.287 0.406 0.761  0.125
H 1.071 -0.864 0.558  0.118
H 3.081 -2.405 -0.105  0.135
H 2.777 -2.046 1.613  0.123
H 5.788 -0.245 1.872  0.092
H 4.140 0.386 2.106  0.082
H 4.591 -1.192 2.795  0.090
H -0.526 1.091 -0.036  0.136
H -5.155 1.203 2.104  0.130
H -7.425 0.194 2.362  0.106
H -7.949 -1.909 1.117  0.109
H -6.185 -2.913 -0.334  0.117

Which of them is the least stable? Correct choice: one.

## one
Molecular formula: C3H3FS
Method: DFT, ωB97M-V/def2-TZVPD

Results
* gap between HOMO and LUMO (spin up / spin down): 6.5200 / 6.5540 eV
* HOMO energy (spin up / spin down): -8.7 / -8.7 eV
* LUMO energy (spin up / spin down): -0.0804 / -0.0803 Ha
* molecular weight: 90.1 g mol⁻¹

Last column: Löwdin charge in e.
Atoms and positions in Å:
C -1.260 0.141 -0.477  0.119
C -0.004 -0.320 -0.289  -0.229
C 1.082 0.467 -0.048  -0.551
F 1.224 -0.938 2.076  -0.622
S 2.304 1.381 0.079  1.000
H -2.074 -0.537 -0.642  0.076
H -1.475 1.192 -0.435  0.077
H 0.203 -1.385 -0.264  0.130

## two
Molecular formula: C3H3FS
Method: DFT, ωB97M-V/def2-TZVPD

Results
* gap between HOMO and LUMO (spin up / spin down): 6.9437 / 6.9444 eV
* HOMO energy (spin up / spin down): -9.1 / -9.1 eV
* LUMO energy (spin up / spin down): -0.0792 / -0.0792 Ha
* SMILES: C=C=C=S.F
* molecular weight: 90.1 g mol⁻¹

Last column: Löwdin charge in e.
Atoms and positions in Å:
C -0.974 -0.744 -1.088  0.104
C -0.418 -0.240 0.045  -0.169
C -0.214 0.216 1.184  -0.654
S -0.060 0.728 2.765  0.674
H -0.426 -0.591 -2.012  0.065
H -1.887 -1.293 -1.245  0.068
F 2.427 0.922 0.014  -0.095
H 1.552 1.003 0.337  0.005

Which of them is the least stable? Correct choice: one.

## one
Molecular formula: C5H10N
Method: DFT, ωB97M-V/def2-TZVPD

Results
* gap between HOMO and LUMO (spin up / spin down): 8.1569 / 8.6556 eV
* total charge: +1
* HOMO energy (spin up / spin down): -11.7 / -14.2 eV
* 2S+1: 3
* LUMO energy (spin up / spin down): -0.1314 / -0.2040 Ha
* molecular weight: 84.1 g mol⁻¹

Last column: Löwdin spin population.
Atoms and positions in Å:
C -1.591 0.416 0.254  0.619
C -2.059 -0.442 -0.572  0.119
C -0.537 1.107 0.881  0.160
C 0.842 0.413 0.428  0.752
C 1.269 0.624 -0.950  0.104
N 0.863 -1.126 0.813  0.062
H -1.671 -1.397 -0.924  0.038
H -3.180 -0.454 -0.853  0.046
H -0.328 2.075 0.413  0.014
H -0.638 1.294 1.972  0.011
H 1.036 1.507 -1.421  0.000
H 0.952 -0.096 -1.671  0.026
H 2.423 0.415 -0.878  0.030
H 0.190 -1.555 0.186  0.013
H 0.616 -1.376 1.736  0.002
H 1.813 -1.405 0.585  0.005

## two
Molecular formula: C5H10N
Method: DFT, ωB97M-V/def2-TZVPD

Results
* gap between HOMO and LUMO (spin up / spin down): 3.7143 / 4.2480 eV
* total charge: +1
* HOMO energy (spin up / spin down): -8.2 / -13.2 eV
* 2S+1: 3
* LUMO energy (spin up / spin down): -0.1656 / -0.3296 Ha
* molecular weight: 84.1 g mol⁻¹

Last column: Löwdin spin population.
Atoms and positions in Å:
C 0.119 1.383 -2.356  0.396
C -0.283 -1.864 1.508  0.082
C 1.139 1.180 -3.019  0.525
C -1.137 -0.797 1.218  0.360
C -0.796 0.408 0.686  0.330
N 0.598 0.635 0.287  0.094
H -0.836 1.896 -2.190  0.043
H 0.721 -1.633 1.387  0.002
H -0.259 -2.194 2.537  0.021
H -0.446 -2.803 0.819  0.029
H 2.058 1.076 -3.538  0.032
H -2.309 -0.757 1.410  0.007
H -1.274 1.385 0.519  0.018
H 0.909 1.522 0.737  0.012
H 0.666 0.777 -0.703  0.044
H 1.129 -0.214 0.696  0.006

Which of them is the least stable? Correct choice: two.